Record 1
34
Properties=species:S:1:pos:R:3:lowdin_charge:R:1 method="wB97M-V/def2-TZVPD" spin_multiplicity=5 s_squared=6.113 homo_energy_ev="-0.72 / -1.85" charge=-1 gap_ha="0.1356 / 0.1754"
C 2.3554 2.6214 -2.8203 -0.25
C 3.5599 1.7372 -2.6066 -0.27
C 4.2035 2.2486 -1.4039 -0.22
C 3.4364 3.2539 -0.8612 -0.20
C 2.2608 3.4266 -1.6657 -0.28
Cr 2.0951 1.3434 -1.2016 -0.01
P 1.3415 -1.1055 -1.6821 0.68
H 1.7249 2.6653 -3.7164 0.08
H 4.1160 0.9918 -3.2380 0.09
H 5.1590 1.9345 -1.0372 0.08
H 1.3925 3.8687 -1.2005 0.08
H 3.7864 3.9144 -0.0564 0.11
H 1.2461 -2.0513 -0.6184 -0.12
H 2.2481 -1.8182 -2.5849 -0.12
H 0.0673 -1.1789 -2.3974 -0.12
C -1.9072 0.6668 -0.4455 -0.08
N -1.4553 -0.1955 0.6082 -0.09
C -0.2657 0.0030 1.2628 -0.80
Se 0.8766 1.4408 1.1305 0.61
N -0.2452 -0.9834 2.2184 0.09
C -1.4036 -1.7974 2.1780 -0.20
C -1.9192 -2.7639 3.0980 -0.10
C -3.2940 -3.0460 3.0050 -0.16
C -4.0469 -2.5572 1.8929 -0.16
C -3.4938 -1.6799 0.9563 -0.10
C -2.1983 -1.2341 1.2151 -0.20
H -1.5857 1.7330 -0.2754 0.07
H -3.0146 0.7020 -0.4654 0.08
H -1.5255 0.3198 -1.4399 0.07
H 0.5495 -1.2213 2.8029 0.14
H -1.2216 -3.3121 3.7226 0.07
H -3.7722 -3.7135 3.7550 0.08
H -5.1169 -2.8490 1.8204 0.08
H -3.9534 -1.3639 0.0509 0.06

Record 2
34
Properties=species:S:1:pos:R:3:lowdin_charge:R:1 method="wB97M-V/def2-TZVPD" smiles="CCOC(=O)[C@@]1(F)CCCC1=O.c1ccncc1" spin_multiplicity=1 homo_energy_ev=-9.30 charge=0 gap_ha=0.3622 de_lowest_kj_mol=292.6
C -3.7322 -0.5747 0.2938 -0.07
C -2.6706 0.4951 0.4428 -0.20
O -1.3117 -0.0330 0.4581 0.00
C -0.3215 0.8605 0.6567 -0.38
C 1.1018 0.3322 0.3790 -0.31
C 2.1633 0.9333 -0.5837 -0.27
O 2.1226 1.9997 -1.1715 0.13
C 3.2972 -0.1136 -0.5795 -0.09
C 2.6251 -1.4287 -0.2087 -0.18
C 1.1473 -1.1096 -0.0845 -0.11
O -0.4694 1.9620 1.1273 0.14
H -4.6969 -0.0592 0.3556 0.08
H -3.7006 -1.0774 -0.6777 0.08
H -3.7244 -1.3323 1.0833 0.08
H -2.7301 1.1689 -0.4152 0.13
H -2.8313 1.0720 1.3568 0.12
H 3.8067 -0.1579 -1.5462 0.12
H 4.0599 0.1534 0.1684 0.13
H 2.8018 -2.2380 -0.9148 0.11
H 3.0242 -1.7288 0.7635 0.12
H 0.5885 -1.8010 0.5450 0.13
H 0.6604 -1.0654 -1.0707 0.15
F 1.8010 0.5936 1.5342 0.07
N -1.7539 -0.3058 4.9355 0.03
C -0.9929 -1.3395 5.2954 -0.16
C -0.2971 -1.3372 6.5508 -0.07
C -0.3053 -0.1422 7.2839 -0.10
C -0.6627 1.0410 6.6013 -0.07
C -1.3238 0.8919 5.3576 -0.15
H -0.9696 -2.1891 4.5756 0.11
H 0.1254 -2.2901 6.9047 0.10
H -0.1608 -0.1435 8.3652 0.10
H -0.5468 2.0485 7.0135 0.10
H -1.5630 1.7275 4.6742 0.11

Record 3
36
Properties=species:S:1:pos:R:3:lowdin_charge:R:1 method="wB97M-V/def2-TZVPD" spin_multiplicity=3 s_squared=2.043 homo_energy_ev="-7.08 / -8.05" charge=0 gap_ha="0.2316 / 0.2578"
W -0.0782 1.4241 -1.4328 0.80
O -0.0597 3.4965 -0.8350 -0.11
C 0.2877 2.7657 0.1632 -0.70
O 1.3293 1.9629 -0.0217 -0.14
C -0.5590 2.6907 1.3859 -0.18
C -0.2237 3.2923 2.5906 -0.02
C -1.0966 3.2146 3.6654 -0.08
C -2.2973 2.5314 3.5232 -0.08
C -2.6256 1.9152 2.3231 -0.11
C -1.7545 1.9823 1.2389 -0.55
S -2.1413 1.1257 -0.2820 0.62
H 0.7136 3.8286 2.6804 0.12
H -0.8432 3.6887 4.6046 0.10
H -2.9844 2.4690 4.3585 0.10
H -3.5553 1.3692 2.2213 0.10
Te -0.5822 1.4999 -3.8729 0.26
C 0.5972 -1.0441 0.1677 -0.15
C 1.1127 -2.4945 0.3435 -0.14
N 1.2195 -3.1691 -0.9470 -0.16
C -0.0872 -3.1487 -1.6062 -0.14
C -0.5835 -1.6996 -1.8390 -0.17
N 0.4186 -0.7351 -1.2975 -0.34
C 1.7308 -0.9726 -1.9827 -0.16
C 2.1796 -2.4417 -1.7733 -0.15
H 1.2931 -0.3202 0.5785 0.10
H -0.3675 -0.9004 0.6463 0.09
H 0.4373 -3.0648 0.9810 0.12
H 2.0947 -2.4990 0.8153 0.12
H -0.7940 -3.7044 -0.9900 0.12
H 0.0026 -3.6734 -2.5576 0.12
H -1.5240 -1.4960 -1.3334 0.09
H -0.7143 -1.4670 -2.8921 0.07
H 2.4460 -0.2631 -1.5686 0.12
H 1.5879 -0.7301 -3.0319 0.07
H 3.1552 -2.4828 -1.2894 0.12
H 2.2655 -2.9504 -2.7341 0.12

Record 4
36
Properties=species:S:1:pos:R:3:lowdin_charge:R:1 method="wB97M-V/def2-TZVPD" spin_multiplicity=1 homo_energy_ev=-8.55 charge=0 gap_ha=0.2907 de_lowest_kj_mol=255.3
O 2.0468 1.2971 -4.0846 0.11
C 2.0767 1.6689 -2.9420 -0.50
O 3.2080 2.1147 -2.3744 0.11
H 3.9369 2.0844 -3.0139 0.13
C 0.9042 1.7420 -1.9874 -0.22
C 1.2100 1.0263 -0.6674 -0.16
C 1.2837 -0.4890 -0.8498 -0.13
H 2.1734 -0.7253 -1.4384 0.12
C 0.0845 -1.1078 -1.5762 -0.39
N -1.0493 -1.3309 -0.6864 -0.32
S -1.6878 -0.0695 0.2783 1.08
C -1.2486 -0.6923 1.8425 -0.37
C -0.6138 -1.9251 2.0176 -0.08
C -0.2834 -2.3662 3.2769 -0.06
C -0.5687 -1.5996 4.4101 -0.07
C -1.1959 -0.3868 4.2673 0.01
C -1.5369 0.0627 2.9891 -0.18
N -2.1765 1.2977 2.8181 -0.35
O -2.4634 1.6013 1.6557 -0.08
O -2.4118 2.0050 3.7790 0.09
H -1.4408 0.2388 5.1117 0.12
H -0.3000 -1.9627 5.3892 0.10
H 0.2034 -3.3230 3.3920 0.11
H -0.3982 -2.5174 1.1426 0.10
H -1.8048 -1.7737 -1.1954 0.08
C -0.2577 -0.3195 -2.8478 -0.14
C -0.3753 1.1820 -2.6074 -0.15
H -1.2095 1.3936 -1.9358 0.09
H -0.5679 1.6779 -3.5600 0.12
H 0.5262 -0.4949 -3.5850 0.11
H -1.1949 -0.6979 -3.2640 0.11
H 0.3779 -2.1230 -1.8856 0.14
H 1.3944 -0.9659 0.1262 0.11
H 0.4286 1.2870 0.0455 0.08
H 2.1610 1.3824 -0.2683 0.12
H 0.7693 2.8086 -1.7722 0.16

Record 5
40
Properties=species:S:1:pos:R:3:lowdin_charge:R:1 method="wB97M-V/def2-TZVPD" spin_multiplicity=3 s_squared=2.022 homo_energy_ev="-10.89 / -10.89" charge=+1 gap_ha="0.2451 / 0.2730"
V 0.9687 0.6007 -0.3270 1.26
C 1.4272 -0.7047 4.2106 0.02
N 0.6089 -1.4150 3.2250 -0.10
C 0.0605 -2.6921 3.6733 0.01
C 0.4341 -0.9242 2.0212 -0.35
O 0.9399 0.1641 1.6513 -0.03
C -0.3847 -1.6949 0.9894 -0.04
O -0.5251 -0.8641 -0.1661 -0.19
C -1.8258 -0.4203 -0.5637 -0.03
C -1.8157 1.1032 -0.5861 -0.36
O -0.7414 1.6798 -0.2870 -0.04
N -2.9034 1.7540 -0.9222 -0.10
C -4.1497 1.0948 -1.3067 0.00
C -2.8935 3.2142 -1.0392 0.02
H 0.8233 -0.5011 5.0939 0.11
H 1.7891 0.2254 3.7895 0.10
H 2.2716 -1.3328 4.4910 0.11
H -0.6466 -2.5257 4.4854 0.11
H 0.8730 -3.3167 4.0417 0.11
H -0.4383 -3.2252 2.8708 0.09
H -1.3687 -1.9696 1.3662 0.14
H 0.1506 -2.5965 0.6879 0.16
H -2.5722 -0.7943 0.1375 0.14
H -2.0322 -0.8192 -1.5575 0.16
H -4.2212 0.0918 -0.8968 0.09
H -4.2344 1.0455 -2.3927 0.12
H -4.9824 1.6768 -0.9180 0.11
H -1.8806 3.5860 -0.9405 0.10
H -3.5222 3.6468 -0.2619 0.11
H -3.2895 3.4885 -2.0156 0.11
O 5.1768 0.0501 -4.6354 0.20
C 4.3413 0.1421 -3.7926 -0.21
C 4.4872 -0.2679 -2.3067 -0.25
O 5.4471 -0.7567 -1.7806 0.16
C 3.1792 0.0782 -1.7224 -0.25
C 2.3206 0.6015 -2.6363 -0.25
O 1.0950 0.8906 -2.2051 -0.12
C 2.9035 0.6898 -3.9835 -0.26
O 2.4125 1.0869 -5.0028 0.16
O 2.7173 -0.0896 -0.4886 -0.12

Record 6
31
Properties=species:S:1:pos:R:3:lowdin_charge:R:1 method="wB97M-V/def2-TZVPD" smiles=CCc1nc2ccccc2pc1C(C)C spin_multiplicity=1 homo_energy_ev=-8.36 charge=0 gap_ha=0.2938 de_lowest_kj_mol=0.0
C -4.3317 -0.4646 -0.0339 -0.08
C -4.2996 0.8508 -0.4771 -0.13
C -3.1106 -1.1584 0.0932 -0.02
C -3.1131 1.5261 -0.5858 -0.16
C -1.8809 -0.4913 -0.0823 -0.28
C -1.8984 0.8674 -0.4662 -0.41
C 0.4121 -0.8328 -0.0612 -0.28
C 0.8619 0.5853 -0.1719 -0.37
C 0.9212 -3.3617 0.1420 -0.11
C 2.7951 1.8458 -1.2373 -0.06
C 2.3791 1.7984 1.4014 -0.10
C 1.4973 -1.9007 0.2165 -0.18
C 2.2746 1.0657 0.0927 -0.47
N -0.7786 -1.2975 0.0350 0.12
P -0.3535 1.8073 -0.5189 1.12
H -5.3904 -0.7840 0.2544 0.13
H -5.2572 1.4315 -0.4914 0.12
H -3.1084 -2.1679 0.5048 0.11
H -3.1079 2.6648 -0.6853 0.12
H 0.1789 -3.5040 -0.7229 0.09
H 0.3823 -3.4359 1.0546 0.05
H 1.7537 -4.0577 -0.0053 0.06
H 2.8269 2.9198 -0.7899 0.09
H 2.1315 1.7546 -2.0469 0.02
H 3.8254 1.6752 -1.5978 0.07
H 3.2934 2.4517 1.2590 0.08
H 2.6730 1.0374 2.2292 0.10
H 1.5269 2.4595 1.7858 0.09
H 2.4046 -1.6911 -0.4175 0.12
H 1.6592 -1.7844 1.2728 0.10
H 2.8329 0.1908 0.0499 0.07